(1)
ORCA calculation (ωB97M-V/def2-TZVPD) on 2 unconnected molecules or ions with the total composition C2H10NO.

Calculated values
Gap between HOMO and LUMO (alpha / beta) = 4.425 / 11.700 eV
E_LUMO (alpha / beta) = 0.0313 / 0.0225 hartree
Highest occupied orbital energy (alpha / beta) = -3.57 / -11.09 eV
Molecular weight = 64.11 g/mol

```
! wB97M-V def2-TZVPD RIJCOSX def2/J DEFGRID3
* xyz 0 2
N -0.48337 1.82990 -1.25954
H -1.27362 2.13230 -0.68127
H -0.32033 0.95176 -0.83473
H -0.86959 1.55046 -2.24567
H 0.28271 2.37661 -1.40873
C -0.20594 -1.10306 0.60866
O -0.15633 -0.86563 -0.82292
C 1.00841 -0.61251 1.33082
H -1.22044 -0.82189 0.88247
H -0.16631 -2.19213 0.76145
H -0.40697 -1.75580 -1.05047
H 0.61035 -0.15508 2.21864
H 1.59282 -1.45227 1.85435
H 1.60860 0.11735 0.64694
*
```

=====

(2)
ORCA calculation (ωB97M-V/def2-TZVPD) on 2 unconnected molecules or ions with the total composition C2H10NO.

Calculated values
Gap between HOMO and LUMO (alpha / beta) = 3.862 / 12.849 eV
E_LUMO (alpha / beta) = 0.0305 / 0.0205 hartree
Highest occupied orbital energy (alpha / beta) = -3.03 / -12.29 eV
Molecular weight = 64.11 g/mol

```
! wB97M-V def2-TZVPD RIJCOSX def2/J DEFGRID3
* xyz 0 2
C -0.49736 -0.79586 -1.88319
C -0.52532 -0.54337 -0.38764
N 0.08882 0.80882 -0.05686
H -0.63323 -1.86885 -2.06137
H -1.29110 -0.34400 -2.46241
H 0.45813 -0.45697 -2.28933
H -1.48153 -0.53673 0.11041
H 0.16086 -1.23321 0.10980
H 0.73932 0.96141 -0.84765
H 0.58458 0.69085 0.84479
H -0.61474 1.59971 -0.10045
H 0.35135 0.14286 3.13503
H 1.62956 0.98185 3.27824
O 1.03066 0.59350 2.61061
*
```

=====

Total energy, record by record: -5769.4115 -5770.4910 eV
Largest force on an atom, record by record: 4.83 1.43 eV/Å
Energy above the lowest of the compared OMol25 structures with the same formula, charge and spin, record by record: 1.314 0.234 eV